# C52H51ClIMnN5O6Te

C52H51ClIMnN5O6Te as an isolated structure (ωB97M-V/def2-TZVPD, the Open Molecules 2025 dataset).

Properties
total energy = -133725.292 eV
energy above the lowest of the compared OMol25 structures with the same formula, charge and spin = 45.8 kcal/mol
strongest force on any atom = 2.06 eV/Å
molar mass = 1186.9 g/mol
2S+1 = 2
LUMO level (alpha / beta) = 3.716 / 3.716 eV
net charge = -2

Structure (XYZ):
```
118
Properties=species:S:1:pos:R:3:forces:R:3
Mn -0.511978 -0.453252 -0.320338 0.11 0.43 -2.01
C -3.381020 3.651819 -0.527379 -0.01 -0.02 -0.05
C -4.027129 2.268292 -0.670023 0.22 0.10 0.14
C -3.806432 1.410692 0.569133 -0.18 -0.01 0.00
C -3.647210 1.619571 -1.994202 0.02 -0.02 -0.13
C -4.718023 1.428077 -2.868982 0.04 -0.05 0.02
C -4.546129 1.014121 -4.175214 -0.02 0.00 -0.04
C -3.259329 0.847157 -4.645903 0.01 0.05 -0.06
C -2.154260 1.024189 -3.818647 0.04 0.00 0.05
C -0.783274 0.954930 -4.473137 -0.07 0.04 -0.13
C -0.708393 -0.088233 -5.596584 0.08 -0.04 0.08
C -0.417306 2.319809 -5.082684 0.04 0.03 0.21
C -2.330606 1.329804 -2.444887 -0.11 0.05 -0.05
N -1.201581 1.259475 -1.577471 0.16 -0.39 0.45
C -0.315575 2.253850 -1.547043 -0.30 0.36 0.08
O -0.408224 3.398435 -2.019794 0.05 -0.22 -0.24
C 0.957055 1.902438 -0.806237 -0.23 0.04 -0.13
C 1.914500 2.857767 -0.515626 0.13 0.11 -0.02
C 3.016147 2.483352 0.233362 -0.11 0.01 -0.04
C 3.133941 1.164800 0.652215 0.08 -0.04 0.06
C 2.157896 0.258728 0.281905 0.15 -0.04 -0.08
N 1.100227 0.634699 -0.442889 0.61 0.43 0.42
C 2.372066 -1.232330 0.469763 0.30 -0.07 0.02
O 3.304658 -1.601232 1.206731 -0.05 0.04 -0.07
N 1.601804 -1.952101 -0.336239 -0.05 0.04 -0.11
C 2.154268 -3.112241 -0.906495 0.24 -0.15 0.19
C 3.289141 -2.967855 -1.774637 -0.05 0.06 0.09
C 3.865891 -4.073890 -2.380628 -0.01 -0.01 0.02
C 3.360733 -5.350420 -2.194487 -0.06 0.01 0.03
C 2.248799 -5.491515 -1.390536 0.03 0.02 0.01
C 1.631461 -4.415008 -0.746779 -0.06 -0.12 -0.02
C 0.408047 -4.827841 0.070061 -0.06 0.15 -0.07
C -0.051090 -3.847635 1.134466 0.05 -0.02 0.03
C -0.753379 -5.180696 -0.869090 0.07 0.01 0.01
C 3.929471 -1.616869 -2.083895 0.07 -0.19 -0.04
C 5.271674 -1.461141 -1.358403 -0.09 0.03 0.07
C 4.129343 -1.395696 -3.590875 -0.03 0.00 0.07
H -3.756357 4.143166 0.375795 0.01 -0.02 -0.03
H -3.616898 4.278847 -1.393470 0.03 -0.04 0.04
H -2.298823 3.589205 -0.448265 0.04 -0.01 0.01
H -5.106628 2.436968 -0.737086 -0.02 0.03 -0.03
H -2.806913 1.007031 0.597865 0.26 -0.11 0.06
H -4.503966 0.570008 0.591483 0.08 -0.01 -0.03
H -3.959219 2.006680 1.472662 0.01 -0.02 -0.01
H -5.720308 1.625426 -2.503141 0.02 0.00 0.01
H -5.399237 0.860947 -4.827687 0.02 -0.01 0.03
H -3.105895 0.580719 -5.686538 -0.01 0.01 0.06
H -0.051994 0.701489 -3.705102 0.02 0.01 0.04
H -1.114082 0.317282 -6.528973 0.00 -0.05 0.04
H -1.253595 -0.998498 -5.352117 0.01 0.01 -0.01
H 0.335180 -0.358081 -5.784848 -0.03 0.02 -0.03
H -1.160786 2.585486 -5.841675 0.05 -0.01 -0.01
H 0.569317 2.275635 -5.559647 -0.08 -0.02 0.01
H -0.402685 3.099448 -4.322548 -0.01 -0.01 0.04
H 1.746679 3.865696 -0.867273 -0.02 -0.01 0.04
H 3.777531 3.210714 0.491674 -0.02 -0.01 0.02
H 3.972040 0.803656 1.232970 -0.02 0.01 -0.02
H 4.740543 -3.938236 -3.010528 -0.06 0.03 0.02
H 3.822380 -6.211223 -2.665116 0.00 0.02 0.01
H 1.837868 -6.483317 -1.223746 -0.01 0.02 -0.01
H 0.704338 -5.745689 0.587140 0.02 -0.06 0.03
H -0.535071 -2.982349 0.686931 -0.03 -0.02 0.07
H 0.799861 -3.504483 1.717709 0.02 0.09 0.12
H -0.768422 -4.331246 1.804451 0.00 -0.01 -0.02
H -0.941493 -4.352145 -1.553448 0.04 -0.21 0.17
H -1.670060 -5.369817 -0.301938 0.03 -0.01 -0.02
H -0.527401 -6.062256 -1.474411 -0.01 0.02 -0.01
H 3.260905 -0.837545 -1.732497 -0.11 0.11 0.06
H 5.977470 -2.222527 -1.706507 -0.01 0.03 -0.01
H 5.131642 -1.579730 -0.283975 0.02 0.01 0.00
H 5.704609 -0.473460 -1.551551 -0.02 -0.05 -0.01
H 4.938824 -2.018294 -3.983430 -0.04 0.03 0.01
H 4.388664 -0.351038 -3.786925 0.00 -0.05 0.01
H 3.224494 -1.635564 -4.152253 -0.02 0.03 -0.04
Cl -3.883253 -4.848213 -4.552039 0.03 0.05 0.01
C -3.393834 -3.760657 -3.264248 0.01 -0.14 -0.03
C -4.242636 -3.547156 -2.217839 0.09 0.07 0.12
C -3.860932 -2.732870 -1.137696 -0.22 -0.13 -0.03
I -5.114984 -2.578667 0.522699 0.06 0.00 -0.08
C -2.629116 -2.089783 -1.095985 0.13 -0.14 -0.14
O -2.173622 -1.422055 -0.109558 -0.67 0.09 0.57
C -1.767165 -2.296489 -2.237676 -0.46 -0.07 -0.34
N -0.576746 -1.662077 -2.168412 -0.38 -0.07 0.79
C 0.344730 -1.972183 -3.035408 0.38 0.20 -0.17
C 0.135877 -2.901496 -4.067086 0.14 0.02 -0.16
C -1.092184 -3.472215 -4.223635 -0.03 -0.02 -0.05
C -2.103600 -3.180779 -3.288864 -0.11 0.26 0.05
H -5.201567 -4.047016 -2.205739 -0.03 0.05 0.02
H 1.292520 -1.468277 -2.901670 0.05 -0.02 -0.08
H 0.940667 -3.132824 -4.753397 0.04 0.03 0.07
H -1.289066 -4.154575 -5.040360 -0.02 -0.03 0.05
O -0.702168 3.205321 1.484009 -0.05 -0.26 0.23
N -0.982816 2.151463 2.058216 -0.26 0.10 -0.36
O -1.611435 2.118395 3.123046 0.32 -0.04 -0.32
O -0.610923 1.041744 1.519150 -0.11 -0.02 0.53
Te -0.056199 -0.939568 3.250009 -0.07 -0.37 0.43
C 1.027838 0.471420 4.400290 -0.01 0.06 -0.16
C 2.397131 0.616217 4.196371 0.03 0.01 -0.03
C 3.131009 1.495823 4.984571 -0.01 0.00 0.02
C 2.498903 2.241419 5.971127 -0.08 -0.03 -0.02
C 1.127538 2.111132 6.162529 0.07 -0.03 -0.01
C 0.392730 1.229045 5.379606 0.04 0.05 -0.02
C 0.692297 -2.522935 4.504119 0.02 -0.05 -0.19
C -0.157160 -3.199191 5.376430 0.04 -0.03 0.02
C 0.293202 -4.300573 6.100493 0.04 0.04 -0.03
C 1.604995 -4.734587 5.960781 -0.03 0.03 -0.01
C 2.463759 -4.061863 5.097744 -0.05 0.02 0.02
C 2.009381 -2.968162 4.370262 0.00 0.00 -0.02
H 2.887994 0.040477 3.416441 -0.03 0.03 0.04
H 4.198192 1.602807 4.822362 -0.03 -0.01 -0.01
H 3.070381 2.929417 6.584289 -0.01 0.00 -0.02
H 0.626343 2.703099 6.920509 0.01 -0.01 -0.03
H -0.678488 1.142669 5.508275 0.03 0.00 -0.01
H -1.182835 -2.863428 5.485621 0.02 -0.02 -0.01
H -0.383929 -4.823725 6.767466 0.01 0.02 -0.01
H 1.953983 -5.600254 6.514037 0.00 0.04 -0.01
H 3.485659 -4.403505 4.973262 -0.03 0.02 0.00
H 2.673497 -2.472739 3.666409 -0.05 -0.06 0.01
```
Forces are in eV/Å.